1.
Molecular formula: C6H8
Method: DFT, the ωB97M-V functional and the def2-TZVPD basis

maximum force: 1.22 eV/Å
charge: +1
frontier orbital gap (spin up / spin down): 7.40 / 8.08 eV
2S+1: 2

Geometry (Å):
C1 -0.5684 -1.7741 -0.4580
C2 -0.3320 -1.9884 0.8835
C3 0.5712 0.4340 -0.6353
C4 0.0013 -0.7148 -1.1869
C5 0.3037 2.5513 0.4662
C6 0.0106 1.2341 0.3727
H1 -1.1875 -2.5058 -0.9601
H2 -0.2186 -3.0264 1.1817
H3 -0.2434 -1.2929 1.6993
H4 1.4487 0.8747 -1.0999
H5 0.0091 -0.8427 -2.2667
H6 0.8992 2.9915 -0.3325
H7 0.0576 3.2098 1.2917
H8 -0.7512 0.8496 1.0443

So, what does the Löwdin scheme give us? The charges, in e, come out as: -0.082 0.167 -0.013 0.005 0.153 -0.129 0.127 0.097 0.086 0.137 0.141 0.094 0.096 0.120

=====

2.
Molecular formula: C6H8AgO5
Method: DFT, the ωB97M-V functional and the def2-TZVPD basis

maximum force: 2.20 eV/Å
frontier orbital gap: 6.50 eV
2S+1: 2

Geometry (Å):
O1 2.4721 -2.2593 1.4303
C1 2.2779 -1.5521 0.4094
O2 3.1423 -1.3908 -0.4875
O3 1.0684 -0.9840 0.3010
C2 -0.3150 0.8889 -0.2011
C3 0.9105 0.1157 -0.5982
Ag1 4.9927 -3.0546 0.7951
H1 -3.1422 -0.5732 -0.1475
H2 -1.1690 0.8026 -0.8759
H3 1.8024 0.7566 -0.5527
H4 0.8361 -0.2631 -1.6277
O4 -3.0751 -1.7553 -2.1638
C4 -4.0233 -1.6493 -1.4475
O5 -4.0408 -0.9953 -0.3170
C5 -0.4672 1.3304 1.2770
C6 -0.1154 2.3727 0.2690
H5 -1.4728 1.3390 1.6969
H6 0.3143 1.0077 1.9671
H7 -0.8968 3.0927 0.0130
H8 0.9010 2.7708 0.2601

So, what does the Löwdin scheme give us? The charges, in e, come out as: -0.079 -0.816 -0.076 -0.001 -0.229 -0.164 0.842 0.137 0.116 0.128 0.134 0.082 -0.290 0.060 -0.114 -0.124 0.094 0.108 0.095 0.098

=====

3.
Molecular formula: C6H8AlO6
Method: DFT, the ωB97M-V functional and the def2-TZVPD basis

maximum force: 3.59 eV/Å
frontier orbital gap (spin up / spin down): 7.71 / 8.97 eV
2S+1: 2

Geometry (Å):
O1 2.0401 0.7420 0.7386
C1 0.2093 -1.4652 0.8001
C2 2.6358 0.0982 -0.3167
O2 -0.0542 -2.2699 1.6631
O3 1.0852 -1.7649 -0.1394
C3 1.6672 -0.8166 -1.0572
H1 3.4923 -0.5200 0.0260
H2 3.0462 0.7871 -1.0866
H3 2.1868 -1.4326 -1.8012
H4 0.8648 -0.2633 -1.5549
H5 -2.1615 2.7303 -1.3434
O4 -0.6915 0.5426 1.7095
O5 -0.3476 1.9471 -0.7031
C4 -1.5852 1.7865 -1.2774
C5 -2.4149 0.8157 -0.4486
O6 -1.5706 -0.3284 -0.2093
C6 -0.6159 -0.1638 0.6943
H6 -1.4558 1.3442 -2.2869
H7 -3.2758 0.4341 -1.0093
H8 -2.7304 1.2714 0.4988
Al1 0.6824 1.9701 0.8451

So, what does the Löwdin scheme give us? The charges, in e, come out as: -0.228 -0.394 -0.284 0.177 0.053 -0.114 0.133 0.129 0.137 0.120 0.133 0.068 -0.246 -0.272 -0.102 0.066 -0.391 0.131 0.140 0.137 0.608

=====

What did we get for total energy? Answer: -233.02081, -756.45323, -927.32685 Ha, in the order shown.
What did we get for relative energy (zero: lowest compared OMol25 entry of this formula, charge and spin)? Answer: 15.6, 3.0, 0.0 kcal/mol, in the order shown.